(1)
The following is a DFT calculation (the ωB97M-V functional and the def2-TZVPD basis) of COS3 in the gas phase in a non-equilibrium geometry.

```
! RIJCOSX wB97M-V def2-TZVPD def2/J DEFGRID3
* xyz 0 1
S -1.115 1.026 0.316
S 0.080 0.436 1.911
C 0.080 -0.153 -0.568
O 0.900 -0.437 0.407
S 0.054 -0.871 -2.066
*
```

Properties
Frontier orbital gap ... 6.93 eV
LUMO level ... -2.18 eV

(2)
The following is a DFT calculation (the ωB97M-V functional and the def2-TZVPD basis) of a molecular structure, C40H40N6NdO2S6 in a non-equilibrium geometry.

```
! RIJCOSX wB97M-V def2-TZVPD def2/J DEFGRID3
* xyz 1 4
C -6.297 -6.397 17.302
C -3.644 -11.778 10.786
C -11.419 -4.198 20.412
C -5.967 -5.198 17.985
H -7.849 -7.351 13.003
H -3.024 -11.637 9.898
H -6.328 -13.463 11.911
C -6.802 -4.661 18.952
H -10.917 -3.287 19.991
C -8.395 -6.402 18.577
C -3.291 -11.099 11.942
C -3.963 -11.335 13.145
O -13.542 -9.694 17.275
H -5.753 -7.529 9.676
C -10.506 -12.462 16.403
H -4.869 -7.280 18.951
C -10.171 -11.438 17.278
H -7.527 -5.847 11.092
Nd -5.585 -9.846 16.025
C -12.897 -9.319 16.320
H -10.853 -11.110 18.060
C -5.367 -9.620 21.359
H -7.956 -13.082 13.404
C -8.022 -5.264 19.246
H -12.149 -6.770 20.745
S -3.385 -10.613 14.650
H -12.390 -10.845 10.637
H -5.754 -9.662 10.786
N -8.143 -11.070 16.061
C -5.456 -12.835 11.862
H -7.511 -7.701 9.872
H -5.407 -11.602 20.883
N -10.096 -9.813 12.871
S -8.147 -8.226 16.614
C -12.794 -10.364 12.729
H -7.980 -9.558 18.571
C -6.565 -7.634 10.404
H -9.344 -6.916 18.725
S -5.660 -11.849 18.166
C -11.574 -5.253 19.335
H -5.147 -7.452 21.447
C -12.028 -10.557 11.607
C -5.255 -8.350 20.831
H -7.579 -11.338 13.470
N -5.236 -9.269 18.633
H -5.810 -5.803 11.287
C -7.520 -6.958 17.648
H -10.866 -4.619 21.216
H -10.919 -4.048 17.691
C -11.976 -6.530 19.686
H -4.991 -4.759 17.796
H -13.854 -10.475 12.672
H -11.860 -7.813 15.464
H -6.535 -3.761 19.513
S -5.074 -7.038 16.201
H -9.973 -13.531 14.656
H -11.437 -13.006 16.537
H -10.334 -9.469 14.890
H -2.441 -10.437 11.927
C -6.673 -6.441 11.373
C -6.440 -8.949 11.214
H -9.641 -9.123 18.318
H -4.939 -13.198 9.798
C -9.688 -12.784 15.352
N -13.021 -9.997 15.126
C -12.228 -9.985 13.952
C -11.283 -5.040 17.984
C -8.760 -9.438 17.778
C -5.090 -8.236 19.433
C -12.159 -7.569 18.749
C -11.518 -6.035 17.040
O -6.509 -9.403 13.851
S -5.911 -12.558 14.571
C -11.929 -7.308 17.409
C -4.736 -12.662 10.711
H -7.417 -9.399 11.419
C -8.527 -12.058 15.214
C -5.049 -12.226 13.059
H -12.488 -8.534 19.077
H -11.346 -5.844 15.995
H -13.754 -10.685 15.181
C -9.007 -10.722 17.027
H -6.492 -6.320 13.590
C -6.834 -6.974 12.785
H -8.722 -4.881 20.001
H -12.398 -3.894 20.779
C -7.620 -12.264 14.044
S -5.866 -8.483 12.835
C -5.423 -10.518 19.141
N -12.083 -8.235 16.363
H -9.994 -10.470 10.903
C -10.651 -10.268 11.751
H -5.432 -9.848 22.410
N -5.359 -10.682 20.513
C -10.855 -9.738 13.966
*
```

Properties
Frontier orbital gap (alpha / beta) ... 6.27 / 6.29 eV
LUMO level (alpha / beta) ... -3.45 / -3.45 eV
⟨S²⟩ ... 3.75

(3)
The following is a DFT calculation (the ωB97M-V functional and the def2-TZVPD basis) of C30H32N4O2 in the gas phase.

```
! RIJCOSX wB97M-V def2-TZVPD def2/J DEFGRID3
* xyz 0 1
C -0.041 -1.995 -1.481
N 2.051 1.079 1.809
H -5.018 -2.053 1.363
C -1.170 -2.722 -1.126
C 3.105 2.037 1.461
H -6.734 -0.027 3.034
C 3.440 -0.851 1.591
C 2.023 -1.207 -1.748
H 2.402 0.821 -0.558
C 0.044 2.300 -1.615
C -1.744 0.364 0.930
C 4.485 1.369 1.295
H 1.894 3.065 -2.382
H -0.854 -0.096 1.338
H -4.887 1.981 -0.553
H -5.029 -0.372 3.322
H 5.017 1.436 2.250
C -1.378 -0.353 -2.664
C -5.719 0.247 2.754
H 0.411 1.233 0.069
C 3.365 -2.214 1.359
C -4.145 0.521 0.820
C 1.538 2.124 -1.953
C -4.004 1.521 -0.132
H 5.067 1.924 0.558
C 4.397 -0.081 0.932
C 1.210 -0.311 -2.384
H -5.553 1.287 3.028
C -1.616 1.354 -0.042
H -3.469 -0.742 -2.624
C -2.492 -1.079 -2.310
H 6.004 -0.091 -0.479
C -2.760 1.942 -0.564
C 2.670 2.706 0.148
O -0.696 2.891 -2.368
H -6.736 -1.727 1.117
C -5.515 0.055 1.250
H -1.088 -3.629 -0.545
C 5.265 -0.687 0.036
H -3.291 -2.782 -1.283
C 1.638 0.985 -2.991
N 2.340 1.803 -0.799
C 4.250 -2.817 0.481
H 3.039 0.125 3.451
H 1.654 -3.004 -0.702
H -1.470 0.548 -3.249
H -5.595 -1.529 -0.219
H -2.670 2.710 -1.313
H 3.093 -1.212 -1.661
H 1.641 -0.724 2.755
H 2.624 -2.804 1.880
H -3.064 -0.825 2.094
H 5.878 -2.521 -0.878
H 2.672 0.912 -3.335
C -2.992 -0.046 1.349
H 1.001 1.241 -3.838
O 2.624 3.907 0.001
C 2.513 -0.113 2.509
H 4.205 -3.883 0.313
N -0.325 1.677 -0.469
H -6.261 0.663 0.726
C -5.730 -1.407 0.854
H 3.197 2.840 2.208
C -0.128 -0.799 -2.234
H 1.335 1.550 2.351
N 1.278 -2.219 -1.206
C 5.194 -2.052 -0.186
C -2.392 -2.244 -1.545
*
```

Properties
Frontier orbital gap ... 8.22 eV
LUMO level ... 0.42 eV

(4)
The following is a DFT calculation (the ωB97M-V functional and the def2-TZVPD basis) of a molecular structure, C23H32F6HfN6O7S2Si.

```
! RIJCOSX wB97M-V def2-TZVPD def2/J DEFGRID3
* xyz 2 1
C -1.502 -1.409 0.179
C -0.754 3.797 -2.955
H -0.089 -4.536 0.658
S 3.400 0.803 -0.688
C -1.347 5.264 -1.136
F 2.280 -2.075 3.067
H -0.662 3.627 -4.017
C -0.920 1.994 3.761
H 1.688 -1.079 -3.378
C 1.791 1.916 -4.860
H 2.451 1.252 -5.418
H -2.027 -1.506 2.620
C 4.965 1.218 -1.633
F 5.327 2.432 -1.289
H -2.288 -5.432 0.588
N 3.912 0.527 0.756
Si 0.350 0.994 -4.129
F 5.891 0.340 -1.337
H -2.779 1.571 0.384
H -1.461 2.066 -5.485
O 1.488 -0.078 1.097
C -0.538 3.081 -0.708
H -3.123 -3.074 2.251
C -0.392 2.792 -2.062
F 4.654 1.163 -2.912
H -2.024 0.604 -4.681
O -1.246 -0.501 -0.725
C -0.413 -2.471 0.309
C -0.916 1.918 1.391
H 0.839 2.329 2.554
H -1.113 -4.858 3.463
C -1.224 5.020 -2.497
H -1.097 4.453 0.843
C -0.217 2.100 2.567
O -2.468 -1.390 0.912
C -2.618 -4.029 2.198
H -0.108 -1.249 -3.219
H -0.078 -2.241 5.468
H 0.673 -1.387 -4.756
C -1.165 -2.897 3.867
H -1.352 -0.880 4.090
N 0.651 -2.137 -0.671
H -3.047 -3.938 0.137
C -2.286 1.736 3.743
H 1.447 2.682 -5.555
O 2.760 -0.381 -1.339
Hf 0.622 0.279 -0.963
O 2.423 1.887 -0.782
H 2.383 2.414 -4.091
C 0.718 -0.832 -3.818
N -1.506 -3.980 3.160
C -1.002 4.279 -0.220
H -0.877 -4.217 -0.855
H -2.837 1.688 4.673
H -0.232 -3.944 5.352
F 3.355 -2.357 1.216
F 4.387 -1.552 2.946
O -0.176 2.012 0.183
C -2.244 -4.353 0.747
N -1.575 -1.679 3.518
H -1.497 5.783 -3.210
N 0.061 1.510 -2.456
H -4.025 1.412 2.527
H 0.024 -2.300 1.300
H 0.429 -2.579 -1.564
O 2.770 0.915 2.976
H -1.713 6.215 -0.781
H -0.404 2.149 4.698
H -0.986 0.497 -6.101
N -0.375 -3.040 4.933
C 3.248 -1.584 2.289
C -2.274 1.681 1.332
H 1.549 -2.519 -0.382
C -1.173 1.061 -5.186
C -0.877 -3.930 0.201
C -2.960 1.590 2.536
H -3.331 -4.770 2.564
S 2.783 0.134 1.800
*
```

Properties
Frontier orbital gap ... 8.24 eV
LUMO level ... -4.83 eV

Ordered relative energy (zero: lowest compared OMol25 entry of this formula, charge and spin) results: 13.8, 0.0, 0.0, 0.0; unit kcal per mole.
Ordered DFT total energy results: -1307.8289, -4977.8323, -1531.9863, -3483.6982; unit hartree.